1.
# C33H56BCl6F6N2

A cluster of 8 separate species, C33H56BCl6F6N2 in total in a non-equilibrium geometry (ωB97M-V/def2-TZVPD, the Open Molecules 2025 dataset).

Geometry as XYZ:
```
104
Properties=species:S:1:pos:R:3:mulliken_charge:R:1
C 1.98 -2.72 -3.34 -1.41
C 0.48 -2.17 -3.58 -1.01
C -0.13 -1.51 -2.32 0.55
N -1.61 -1.00 -2.49 0.85
C -2.13 -0.59 -1.08 -0.55
C -3.51 0.23 -1.15 -0.39
C -3.44 1.42 -2.12 -0.78
C -2.96 0.87 -3.51 -1.34
C -1.59 0.20 -3.46 0.30
C -2.57 -2.08 -2.96 -1.08
H 2.26 -3.15 -4.30 0.47
H 1.93 -3.52 -2.60 0.45
H 2.72 -1.99 -3.01 0.20
H -0.06 -3.03 -3.97 0.47
H 0.49 -1.49 -4.42 0.34
H 0.35 -0.59 -1.99 -0.15
H -0.13 -2.29 -1.55 0.66
H -1.35 0.08 -0.72 -0.75
H -2.11 -1.53 -0.54 0.48
H -3.77 0.54 -0.14 0.06
H -4.31 -0.44 -1.47 0.65
H -2.74 2.17 -1.74 0.35
H -4.40 1.92 -2.26 0.54
H -2.92 1.68 -4.24 0.53
H -3.74 0.20 -3.87 0.42
H -0.87 0.88 -3.02 -1.02
H -1.35 -0.10 -4.48 0.73
H -3.62 -1.82 -2.94 0.42
H -2.35 -3.00 -2.41 0.32
H -2.24 -2.32 -3.98 0.41
C -4.58 -3.73 4.38 -1.42
C -3.35 -2.85 4.32 -0.30
C -3.43 -1.98 3.01 -0.97
N -2.07 -1.36 2.54 0.75
C -2.47 -0.65 1.16 -1.69
C -1.39 0.42 0.72 1.26
C -0.93 1.34 1.90 -1.48
C -0.39 0.49 3.03 0.85
C -1.44 -0.48 3.60 -1.50
C -0.94 -2.40 2.13 -0.64
H -4.73 -4.44 3.57 0.35
H -5.41 -3.02 4.38 0.34
H -4.65 -4.36 5.26 0.40
H -2.38 -3.33 4.36 0.36
H -3.39 -2.27 5.25 0.32
H -4.13 -1.17 3.23 0.54
H -3.87 -2.61 2.24 0.41
H -3.41 -0.09 1.22 -0.14
H -2.64 -1.43 0.42 0.71
H -1.78 1.01 -0.11 0.15
H -0.50 -0.06 0.31 0.79
H -1.83 1.80 2.31 0.75
H -0.25 2.13 1.57 0.21
H -0.11 1.09 3.90 0.75
H 0.57 0.02 2.81 0.02
H -2.27 0.11 4.00 0.55
H -1.05 -1.13 4.38 0.55
H -0.04 -1.86 1.81 -0.59
H -1.40 -3.07 1.40 0.38
H -0.71 -2.89 3.07 0.54
B 1.50 0.36 0.38 -0.81
F 0.85 1.15 1.26 -0.83
F 0.64 -0.15 -0.56 -0.26
F 2.50 1.12 -0.18 -1.07
F 2.11 -0.67 0.94 -0.23
C 4.32 -0.14 0.12 1.02
Cl 5.80 -0.97 0.82 -0.20
Cl 4.75 0.71 -1.41 -0.07
H 3.65 -0.92 -0.24 -0.22
H 3.91 0.59 0.83 -0.03
C 2.06 0.71 3.67 0.32
Cl 1.23 0.84 5.23 -0.18
Cl 2.85 2.21 3.30 -0.11
H 2.83 -0.07 3.66 0.55
H 1.27 0.54 2.93 -0.90
C 2.47 -2.21 2.53 1.51
Cl 2.06 -1.73 4.17 -0.16
Cl 3.41 -3.76 2.47 -0.20
H 1.57 -2.22 1.90 -0.22
H 3.23 -1.49 2.22 -0.66
F 2.79 6.46 2.30 -0.33
C 2.98 5.56 1.30 0.26
C 2.23 4.40 1.26 -0.74
C 2.51 3.46 0.32 1.31
C 3.48 3.68 -0.61 -0.33
C 4.22 4.85 -0.63 -1.07
C 4.01 5.80 0.34 -0.58
H 1.43 4.19 1.95 0.49
H 1.94 2.54 0.34 -0.05
H 3.53 2.94 -1.39 0.16
H 5.03 4.98 -1.34 0.43
H 4.63 6.67 0.50 0.44
F -0.23 3.11 -2.95 -0.47
C 0.52 1.99 -3.17 1.06
C 1.06 1.37 -2.09 0.46
C 1.92 0.32 -2.38 1.06
C 2.30 -0.04 -3.64 -0.83
C 1.74 0.62 -4.77 -1.42
C 0.78 1.62 -4.47 -0.72
H 0.86 1.71 -1.08 0.07
H 2.45 -0.10 -1.53 -0.34
H 3.07 -0.79 -3.79 0.90
H 2.18 0.47 -5.75 0.51
H 0.24 2.16 -5.24 0.50
```

Output
Gap between HOMO and LUMO: 7.553 eV
Charge: +1

2.
# C33H56CaN6Si

A structure of composition C33H56CaN6Si (ωB97M-V/def2-TZVPD, the Open Molecules 2025 dataset).

Geometry as XYZ:
```
97
Properties=species:S:1:pos:R:3:mulliken_charge:R:1
Ca 0.65 0.13 -0.31 1.13
C -1.71 4.65 -3.22 -1.48
C -1.96 3.31 -2.52 -0.13
C -1.84 2.12 -3.45 0.76
C -2.82 1.94 -4.42 -0.87
C -2.82 0.84 -5.26 -1.11
C -1.84 -0.13 -5.11 -0.86
C -0.85 0.01 -4.16 0.64
C 0.22 -1.05 -4.02 -0.04
C 1.55 -0.66 -4.66 -1.23
C -0.83 1.16 -3.35 -0.20
N 0.21 1.26 -2.39 0.29
C 0.98 2.30 -2.40 -0.30
C 2.04 2.53 -1.48 -0.14
C 2.88 3.64 -1.43 -0.98
C 3.77 3.42 -0.37 -1.15
C 3.43 2.18 0.16 -0.61
N 2.40 1.61 -0.50 -0.11
H -1.93 5.48 -2.55 0.44
H -2.33 4.76 -4.10 0.36
H -0.67 4.75 -3.53 0.30
H -2.97 3.31 -2.11 0.59
H -1.28 3.21 -1.68 -0.23
H -3.61 2.68 -4.51 0.47
H -3.60 0.73 -6.01 0.39
H -1.85 -1.01 -5.74 0.42
H -0.15 -1.97 -4.48 0.63
H 0.38 -1.27 -2.96 -0.45
H 1.42 -0.45 -5.72 0.34
H 2.28 -1.46 -4.56 0.39
H 1.97 0.23 -4.19 0.23
H 0.83 3.07 -3.16 0.39
H 2.83 4.51 -2.07 0.54
H 4.56 4.07 -0.03 0.44
H 3.90 1.66 0.98 0.54
C -1.46 -2.64 2.90 -2.19
C -1.18 -1.20 3.37 2.55
C -2.11 -0.92 4.56 -1.79
C 0.26 -1.18 3.90 -1.61
Si -1.36 0.00 1.83 -0.11
C -1.33 1.86 2.47 2.62
C -2.57 2.32 3.24 -1.65
C -0.11 2.06 3.36 -1.96
C -1.15 2.83 1.29 -1.98
C -3.07 -0.37 0.91 2.74
C -4.28 -0.62 1.81 -1.84
C -3.42 0.81 -0.01 -2.26
C -2.88 -1.58 -0.02 -1.58
H -1.22 -3.34 3.70 0.66
H -0.86 -2.92 2.03 0.15
H -2.51 -2.79 2.63 0.42
H -2.01 -1.72 5.31 0.53
H -3.16 -0.88 4.27 0.28
H -1.86 0.02 5.05 0.31
H 0.49 -2.11 4.43 0.59
H 0.43 -0.37 4.61 0.39
H 1.00 -1.06 3.10 -0.08
H -2.72 1.74 4.16 0.25
H -3.48 2.23 2.65 0.28
H -2.48 3.37 3.53 0.53
H -0.21 1.55 4.32 0.37
H 0.03 3.13 3.58 0.56
H 0.82 1.70 2.89 0.17
H -2.00 2.86 0.62 0.28
H -0.26 2.60 0.68 0.19
H -0.99 3.85 1.67 0.63
H -4.44 0.19 2.52 0.31
H -4.18 -1.55 2.38 0.36
H -5.19 -0.72 1.20 0.51
H -3.72 1.70 0.55 0.31
H -4.26 0.53 -0.66 0.66
H -2.59 1.09 -0.67 0.15
H -2.66 -2.50 0.52 0.30
H -2.07 -1.41 -0.74 0.05
H -3.80 -1.74 -0.60 0.53
C 3.30 -2.96 -1.14 -0.76
N 4.18 -3.87 -0.41 0.07
C 5.09 -3.07 0.41 -0.67
N 4.38 -2.22 1.37 0.16
C 3.50 -1.34 0.61 -0.56
N 2.54 -2.09 -0.22 0.20
C 1.75 -2.97 0.68 0.36
N 2.60 -3.88 1.44 0.09
C 3.36 -4.69 0.48 -0.74
C 3.55 -3.08 2.22 -0.76
H 2.60 -3.54 -1.74 0.32
H 3.90 -2.33 -1.80 0.33
H 5.71 -2.44 -0.24 0.35
H 5.75 -3.75 0.96 0.34
H 4.10 -0.70 -0.04 0.25
H 2.95 -0.71 1.31 0.11
H 1.06 -3.56 0.07 0.47
H 1.18 -2.35 1.37 -0.97
H 2.66 -5.28 -0.12 0.35
H 4.01 -5.37 1.03 0.35
H 4.20 -3.75 2.78 0.37
H 2.99 -2.46 2.92 0.29
```

Output
Gap between HOMO and LUMO: 7.012 eV
Relative energy (zero: lowest compared OMol25 entry of this formula, charge and spin): 0.0000 eV

3.
# C33H56F2N5O23

A cluster of 8 separate species, C33H56F2N5O23 in total in a non-equilibrium geometry (ωB97M-V/def2-TZVPD, the Open Molecules 2025 dataset).

Geometry as XYZ:
```
119
Properties=species:S:1:pos:R:3:mulliken_charge:R:1
C 2.17 -1.10 4.06 -0.88
C 2.73 -0.25 2.83 0.45
O 3.34 -0.89 1.93 -0.51
N 2.66 1.22 2.66 0.47
C 3.24 1.97 3.78 0.73
C 2.98 3.55 3.97 -0.80
O 3.93 1.42 4.68 -0.55
C 1.34 1.71 2.23 -1.02
N 0.80 1.04 0.97 0.03
C -0.61 0.84 1.34 -0.12
N -1.71 0.80 0.61 0.10
C -3.01 0.61 1.36 0.45
C -3.39 -0.83 1.60 -0.38
C -4.67 -1.15 2.40 -0.41
C -5.37 0.14 2.85 -0.39
C -4.79 1.49 2.44 -0.22
N -3.63 1.83 1.71 -0.44
N -0.72 0.71 2.80 -0.22
C 0.13 1.88 3.25 1.11
F 0.28 1.60 4.63 -0.27
F -0.78 2.96 3.00 -0.33
H 1.18 -0.74 4.48 0.19
H 2.96 -1.23 4.87 0.27
H 1.97 -2.16 3.64 0.34
H 2.02 3.74 4.57 0.16
H 2.90 4.09 2.96 0.28
H 3.87 3.97 4.56 0.35
H 1.53 2.77 1.82 0.13
H 0.76 1.75 0.22 0.42
H -1.66 0.92 -0.42 0.28
H -2.75 -1.68 1.19 0.37
H -5.01 -2.21 2.63 0.42
H -6.31 0.09 3.48 0.34
H -5.39 2.40 2.79 0.33
H -0.26 -0.21 2.97 0.27
C 2.54 -0.44 -1.30 -0.87
O 2.52 -0.74 -2.69 -0.20
C 1.37 -0.43 -3.31 0.59
O 0.39 0.06 -2.78 -0.69
O 1.49 -0.76 -4.60 -0.12
C 0.33 -0.49 -5.39 -0.79
H 3.51 -0.72 -0.90 0.32
H 2.40 0.64 -1.14 0.42
H 1.77 -1.01 -0.78 0.27
H 0.10 0.58 -5.39 0.35
H -0.53 -1.06 -5.02 0.30
H 0.54 -0.80 -6.41 0.28
C -1.22 2.25 7.11 -0.36
O -0.87 3.28 8.04 -0.33
C -1.38 4.48 7.73 0.78
O -2.07 4.74 6.78 -0.55
O -0.98 5.35 8.68 -0.32
C -1.45 6.68 8.49 -0.62
H -0.76 1.32 7.45 0.27
H -2.30 2.11 7.07 0.35
H -0.83 2.48 6.12 0.03
H -2.54 6.72 8.51 0.29
H -1.07 7.09 7.55 0.29
H -1.07 7.29 9.31 0.22
C -4.06 -4.60 6.35 -0.59
O -3.96 -5.93 5.83 -0.30
C -3.56 -5.99 4.55 0.81
O -3.29 -5.05 3.84 -0.55
O -3.51 -7.28 4.20 -0.31
C -3.09 -7.51 2.85 -0.61
H -4.40 -4.67 7.39 0.23
H -3.09 -4.11 6.33 0.27
H -4.80 -4.03 5.79 0.26
H -2.08 -7.13 2.69 0.28
H -3.79 -7.05 2.15 0.28
H -3.09 -8.58 2.68 0.22
C 2.91 6.30 -1.92 -0.64
O 2.46 5.95 -0.61 -0.30
C 1.20 6.33 -0.34 0.73
O 0.46 6.91 -1.09 -0.52
O 0.90 5.94 0.91 -0.23
C -0.42 6.28 1.34 -0.68
H 3.94 5.95 -2.02 0.22
H 2.30 5.81 -2.68 0.29
H 2.90 7.38 -2.05 0.30
H -1.16 5.79 0.70 0.32
H -0.56 7.36 1.33 0.34
H -0.54 5.92 2.36 0.17
C -3.02 0.94 -10.02 -0.63
O -2.55 1.17 -8.69 -0.29
C -3.47 1.70 -7.87 0.73
O -4.61 1.98 -8.16 -0.53
O -2.90 1.87 -6.66 -0.24
C -3.76 2.43 -5.68 -0.64
H -2.20 0.51 -10.59 0.22
H -3.85 0.22 -10.02 0.29
H -3.32 1.88 -10.49 0.29
H -4.62 1.77 -5.50 0.31
H -4.10 3.42 -5.97 0.31
H -3.20 2.51 -4.75 0.17
C 1.20 -7.88 -4.44 -0.63
O 1.57 -6.86 -3.51 -0.34
C 1.07 -5.65 -3.79 0.75
O 0.36 -5.37 -4.73 -0.54
O 1.49 -4.79 -2.84 -0.36
C 1.02 -3.46 -3.02 -0.59
H 1.66 -8.81 -4.12 0.23
H 0.12 -8.01 -4.46 0.29
H 1.57 -7.64 -5.44 0.30
H -0.07 -3.42 -2.98 0.34
H 1.39 -3.04 -3.96 0.34
H 1.42 -2.86 -2.20 0.18
C 4.93 -0.78 -4.80 0.07
O 5.90 -1.78 -4.52 -0.35
C 5.54 -3.02 -4.89 0.82
O 4.50 -3.33 -5.42 -0.54
O 6.54 -3.86 -4.57 -0.34
C 6.30 -5.22 -4.91 -0.58
H 5.32 0.18 -4.46 0.26
H 4.74 -0.72 -5.88 0.31
H 4.00 -0.99 -4.26 -0.23
H 6.16 -5.33 -5.99 0.28
H 5.42 -5.60 -4.37 0.25
H 7.17 -5.80 -4.61 0.22
```

Output
Gap between HOMO and LUMO: 8.170 eV
Charge: +1
Relative energy (zero: lowest compared OMol25 entry of this formula, charge and spin): 5.2416 eV

4.
# C33H57BN7OSn

A structure of composition C33H57BN7OSn in a non-equilibrium geometry (ωB97M-V/def2-TZVPD, the Open Molecules 2025 dataset).

Geometry as XYZ:
```
100
Properties=species:S:1:pos:R:3:mulliken_charge:R:1
Sn 0.01 -0.01 0.51 1.44
C -1.03 -3.06 1.42 -1.52
C -1.80 -3.50 0.18 0.66
C -3.31 -3.45 0.43 -1.42
C -1.51 -2.72 -1.06 -0.39
C -1.98 -3.12 -2.32 -1.46
C -1.58 -2.11 -3.22 0.27
C -2.08 -2.20 -4.63 0.60
C -3.62 -2.26 -4.59 -1.57
C -1.65 -1.21 -5.68 -1.46
N -0.87 -1.21 -2.52 0.63
N -0.84 -1.58 -1.20 -0.19
B -0.04 0.02 -2.96 1.46
N -0.70 1.32 -2.45 0.37
N -0.88 1.58 -1.12 -0.11
C -1.49 2.75 -1.01 -0.93
C -1.70 3.28 -2.30 -0.81
C -1.18 2.33 -3.18 0.37
C -1.22 2.51 -4.66 1.35
C -0.42 3.77 -5.03 -1.61
C -2.67 2.65 -5.14 -1.61
C -1.92 3.47 0.22 0.69
C -3.45 3.61 0.21 -1.40
C -1.44 2.85 1.52 -1.48
N 1.42 -0.09 -2.47 0.88
N 1.77 0.01 -1.16 -0.12
C 3.10 -0.06 -1.07 -0.60
C 3.62 -0.20 -2.37 -0.43
C 2.53 -0.23 -3.22 -0.19
C 2.72 -0.42 -4.70 0.35
C 2.20 -1.79 -5.16 -1.32
C 2.23 0.73 -5.57 -1.56
C 3.97 -0.04 0.13 0.66
C 4.82 1.24 0.09 -1.43
C 3.25 -0.17 1.47 -1.47
H -1.16 -3.80 2.21 0.57
H 0.04 -2.96 1.21 0.28
H -1.43 -2.10 1.78 0.11
H -1.53 -4.54 -0.04 0.50
H -3.62 -2.42 0.58 0.33
H -3.87 -3.87 -0.40 0.46
H -3.56 -4.03 1.32 0.44
H -2.51 -4.02 -2.55 0.82
H -1.77 -3.21 -4.96 0.49
H -4.03 -1.33 -4.18 0.42
H -4.00 -2.39 -5.60 0.44
H -4.00 -3.07 -3.98 0.47
H -1.96 -0.20 -5.41 0.27
H -0.58 -1.23 -5.87 0.17
H -2.15 -1.46 -6.61 0.57
H -0.03 0.04 -4.13 -0.96
H -2.17 4.21 -2.55 0.71
H -0.78 1.66 -5.17 -0.62
H -0.85 4.67 -4.61 0.34
H 0.60 3.68 -4.68 0.38
H -0.43 3.88 -6.11 0.47
H -3.14 3.55 -4.75 0.42
H -2.69 2.71 -6.22 0.43
H -3.27 1.80 -4.82 0.34
H -1.51 4.49 0.14 0.43
H -3.93 2.64 0.25 0.31
H -3.77 4.20 1.06 0.44
H -3.79 4.12 -0.69 0.42
H -1.90 1.87 1.68 0.08
H -0.34 2.74 1.53 0.27
H -1.72 3.50 2.36 0.57
H 4.66 -0.31 -2.63 0.70
H 3.81 -0.45 -4.84 0.59
H 1.15 -1.90 -4.90 0.09
H 2.33 -1.89 -6.23 0.43
H 2.75 -2.59 -4.67 0.41
H 1.15 0.76 -5.64 0.19
H 2.59 1.68 -5.19 0.41
H 2.63 0.59 -6.58 0.52
H 4.66 -0.89 0.03 0.48
H 4.18 2.12 0.15 0.36
H 5.51 1.24 0.93 0.44
H 5.41 1.30 -0.82 0.46
H 2.63 0.71 1.65 0.15
H 2.63 -1.07 1.50 0.20
H 3.99 -0.24 2.26 0.63
O 0.26 0.02 3.21 -0.61
C 0.70 -0.13 4.34 0.13
C 1.47 0.91 5.11 -0.83
C 0.64 1.29 6.37 -0.74
C -0.86 0.98 6.28 -0.31
C -1.29 -0.46 6.60 -0.83
C -0.97 -1.44 5.44 -0.53
N 0.41 -1.23 5.11 -0.10
H 1.64 1.78 4.48 0.35
H 2.43 0.49 5.41 0.44
H 0.77 2.36 6.52 0.40
H 1.05 0.79 7.25 0.34
H -1.25 1.28 5.31 0.10
H -1.35 1.61 7.04 0.42
H -2.37 -0.50 6.78 0.38
H -0.79 -0.79 7.51 0.31
H -1.59 -1.23 4.57 0.19
H -1.13 -2.47 5.78 0.39
H 1.01 -1.34 5.92 0.37
```

Output
Gap between HOMO and LUMO (alpha / beta): 3.278 / 3.551 eV
Charge: +3
Relative energy (zero: lowest compared OMol25 entry of this formula, charge and spin): 1.6126 eV

The calculation returns the following electronic energy values, one per record and in order: -4784.95904 -2586.71798 -3494.70177 -1988.40358 a.u..